No. 1
# C11H29Br10O5PSi2

C11H29Br10O5PSi2 as an isolated structure in a non-equilibrium geometry (ωB97M-V with the def2-TZVPD basis set, OMol25).

E_LUMO	0.13	eV
Kohn-Sham gap	10.003	eV

Structure (XYZ):
```
58
Properties=species:S:1:pos:R:3:forces:R:3
O 3.557997 -2.803707 0.508854 -0.13 -0.07 0.03
P 2.643161 -1.868777 -0.165410 1.25 -1.83 1.50
O 2.684541 -2.097997 -1.744706 -0.56 0.89 -0.07
O 3.071136 -0.361051 0.075891 -0.60 0.35 -0.88
C 0.971103 -2.177457 0.445967 -0.08 0.88 -0.80
Si -0.292332 -0.860085 0.014731 -0.13 0.52 0.13
O -0.678455 -0.991027 -1.578958 -0.17 -0.08 0.40
O -1.675806 -1.010959 0.918146 0.25 -0.70 -0.17
Si -2.120839 -2.481830 1.543241 -0.02 -0.24 0.06
H 2.498520 -3.036783 -1.883364 0.21 0.03 -0.20
H 2.842221 -0.062677 0.964418 0.10 0.07 -0.01
H 1.093182 -2.296985 1.523028 -0.08 -0.11 0.02
H 0.682241 -3.124350 -0.014851 -0.05 -0.11 0.22
H 0.222020 0.484048 0.328381 0.09 -0.03 0.01
H -1.610588 -0.743117 -1.674066 0.01 -0.01 -0.44
H -1.871561 -3.581723 0.579150 -0.22 0.14 -0.24
H -3.537079 -2.421901 1.953515 -0.03 0.03 -0.13
H -1.318346 -2.802584 2.715818 0.21 -0.40 -0.11
Br -1.864702 -0.762717 4.211194 -0.03 0.70 0.60
C -0.734770 -0.902142 5.791200 -0.22 -0.11 0.00
C -0.584651 0.424218 6.485519 0.22 0.10 0.01
Br 0.639274 1.592928 5.530781 -0.10 0.06 -0.04
H 0.215979 -1.308253 5.460983 0.02 0.03 0.02
H -1.231459 -1.620902 6.438937 0.00 0.03 0.03
H -0.145990 0.286057 7.471655 0.00 -0.05 -0.01
H -1.524707 0.957887 6.578099 -0.03 -0.05 -0.01
Br 3.697677 4.494590 5.250992 -0.07 -0.05 0.02
C 3.835400 4.298069 7.180318 0.09 0.15 -0.13
C 4.808280 3.214478 7.563648 -0.10 -0.12 0.13
Br 4.044356 1.450853 7.284580 0.11 -0.04 -0.01
H 2.832320 4.104472 7.546538 0.01 -0.03 0.02
H 4.178288 5.263238 7.546327 0.02 -0.01 0.02
H 5.038919 3.269748 8.625166 -0.02 0.04 0.00
H 5.728824 3.253862 6.990810 -0.01 0.05 -0.03
Br 3.073008 -0.778322 -7.435288 0.02 0.06 0.01
C 3.468886 -0.562593 -5.542411 -0.03 -0.16 -0.15
C 2.233624 -0.251767 -4.743198 -0.03 0.11 0.11
Br 1.669887 1.593456 -4.977153 -0.04 0.04 -0.04
H 4.221708 0.214888 -5.466342 -0.01 0.02 0.04
H 3.892839 -1.512735 -5.225392 -0.02 0.01 0.04
H 2.432716 -0.359949 -3.682094 0.04 -0.03 0.06
H 1.386629 -0.872884 -5.017272 0.02 -0.01 -0.03
Br -2.761768 4.000125 -8.926990 -0.05 -0.04 0.01
C -2.627487 3.632253 -7.021816 0.06 0.15 -0.12
C -1.494722 2.691732 -6.709702 -0.04 -0.16 0.13
Br -1.930561 0.855692 -7.169040 0.03 -0.01 -0.04
H -3.590691 3.242174 -6.709868 0.01 -0.03 0.02
H -2.455850 4.598856 -6.553548 0.03 -0.02 0.02
H -1.295513 2.679954 -5.640327 -0.01 0.03 0.00
H -0.582355 2.938595 -7.242705 -0.01 0.04 -0.01
Br -6.257540 -2.959117 -3.383682 0.06 0.02 -0.02
C -5.130787 -2.951085 -1.801118 -0.20 -0.08 -0.08
C -5.252843 -1.661545 -1.034370 0.23 0.03 0.12
Br -4.287065 -0.211057 -1.897827 0.00 0.05 -0.06
H -4.116362 -3.142401 -2.136762 0.02 0.02 0.04
H -5.477396 -3.784160 -1.193670 0.01 0.02 0.04
H -4.800558 -1.761461 -0.049566 -0.01 -0.02 -0.01
H -6.280184 -1.329631 -0.927509 -0.02 -0.03 -0.04
```
Positions in Å, forces in eV/Å.

No. 2
# C11H29Cl2OPRuS

C11H29Cl2OPRuS as an isolated structure in a non-equilibrium geometry (ωB97M-V with the def2-TZVPD basis set, OMol25).

E_LUMO (alpha / beta)	2.84 / 2.45	eV
Kohn-Sham gap (alpha / beta)	4.746 / 6.447	eV
⟨S²⟩	8.7623
net charge	-1
ΔE to the lowest compared entry with this formula, charge and spin	0.709	eV
spin multiplicity	6

Structure (XYZ):
```
46
Properties=species:S:1:pos:R:3:forces:R:3
Ru -0.138525 0.245815 2.327694 -0.52 -0.78 -5.46
Cl 1.503828 1.236378 0.947531 1.94 1.36 -0.01
Cl -1.363419 -1.457486 1.535654 -1.23 -1.73 -0.13
H -0.583978 1.692088 2.742804 -1.28 2.65 0.65
H 1.150427 0.298461 3.158390 3.06 -0.78 2.18
P 0.091372 0.066655 -1.072408 -0.68 -0.26 -1.36
C 1.780457 -0.512179 -1.675408 0.05 0.03 0.21
C -1.036108 -0.811192 -2.304883 0.76 0.33 -0.26
C 0.132533 1.829206 -1.759930 0.14 -0.07 0.35
C 2.333183 -1.593263 -0.735582 0.24 0.17 0.10
H 2.387994 0.398679 -1.528551 -0.10 -0.36 -0.03
C 1.969637 -0.969935 -3.126336 0.15 0.12 0.00
H 1.514233 -1.954597 -3.326781 0.07 0.41 0.05
H 3.055690 -1.073592 -3.272449 -0.20 -0.09 -0.18
H 1.605170 -0.236332 -3.857799 0.02 -0.29 0.16
H 2.325997 -1.244548 0.304029 -0.10 -0.16 -0.23
H 3.379365 -1.802778 -1.004971 -0.15 -0.09 0.04
H 1.765068 -2.529633 -0.807802 0.07 0.18 0.03
H 1.099180 2.191071 -1.366114 -0.42 -0.06 -0.17
C -0.961412 2.668247 -1.080610 0.12 0.11 0.09
C 0.138785 2.052676 -3.272493 0.06 0.06 -0.05
H 1.135328 1.868465 -3.703613 -0.39 -0.10 0.05
H -0.085580 3.114878 -3.434742 0.01 -0.12 -0.23
H -0.617145 1.456307 -3.808755 0.27 0.20 0.11
H -0.826865 2.685805 0.009807 -0.09 -0.14 -0.27
H -1.968952 2.302803 -1.308410 0.16 0.08 0.09
H -0.892843 3.705184 -1.436958 -0.06 -0.07 0.05
C -1.063521 -2.299663 -1.959772 -0.16 0.12 -0.02
H -0.601975 -0.652419 -3.304197 -0.36 -0.22 0.00
C -2.446353 -0.245421 -2.228249 0.04 -0.11 -0.10
H -0.084634 -2.769692 -2.090842 -0.11 0.02 0.18
H -1.767425 -2.815711 -2.631356 0.06 0.00 0.23
H -1.394108 -2.396856 -0.911265 0.16 -0.26 -0.46
H -2.770205 -0.262556 -1.174515 -0.13 0.12 -0.36
H -3.117022 -0.865380 -2.839894 -0.06 0.06 0.23
H -2.496966 0.769720 -2.632018 -0.06 -0.07 0.21
C 0.259173 1.039584 5.450322 0.05 -0.19 0.82
S -0.854234 0.021565 4.471985 -0.81 0.91 2.18
C -0.470589 -1.560137 5.137325 0.24 -0.93 1.14
O -2.251971 0.370727 4.779819 -0.31 -0.10 0.63
H 1.277375 0.864572 5.075523 -0.40 0.11 0.15
H 0.158186 0.711523 6.492184 0.03 0.21 -0.10
H -0.028396 2.089812 5.357911 -0.03 -0.26 -0.22
H -1.418238 -2.048733 5.372651 0.03 0.09 -0.16
H 0.092342 -2.164287 4.419608 -0.05 0.26 0.11
H 0.085162 -1.413826 6.073478 -0.02 -0.34 -0.25
```
Positions in Å, forces in eV/Å.

No. 3
# C11H29F3O13PV

C11H29F3O13PV as an isolated structure in a non-equilibrium geometry (ωB97M-V with the def2-TZVPD basis set, OMol25).

E_LUMO	6.56	eV
Kohn-Sham gap	1.495	eV
net charge	-4

Structure (XYZ):
```
58
Properties=species:S:1:pos:R:3:forces:R:3
O 1.833951 -0.041608 -0.970475 -0.69 -0.26 0.32
V 0.575071 -0.743578 -0.220185 -0.43 1.02 -0.14
O 0.878401 -2.304768 -0.045645 0.02 -0.08 0.22
C -2.714589 6.565002 0.753835 0.44 -2.96 2.99
O -1.420199 6.178872 0.275205 2.03 -0.22 -4.17
O -2.778669 5.778112 1.888215 -1.55 3.72 -1.69
C -2.734039 8.165512 0.806405 0.45 -4.42 0.57
F -2.810659 8.749562 -0.380385 -0.69 0.86 -1.89
F -3.674359 8.595872 1.582005 -3.74 1.21 1.01
F -1.694419 8.631202 1.370195 4.54 1.67 1.44
C -1.308469 5.802792 -1.157325 0.09 0.69 -0.45
C 0.106651 5.456552 -1.799065 -0.50 0.75 2.07
H 0.704781 6.362752 -1.894795 0.01 0.26 -0.15
H 0.681121 4.830562 -1.116265 -0.15 -0.38 -0.14
H 0.022141 4.986022 -2.778625 -0.29 -0.08 0.14
H -1.680209 6.620302 -1.775045 -0.05 0.66 -0.01
H -1.962339 5.005942 -1.511705 -0.26 -0.58 1.07
H -3.497779 6.380602 0.018505 -0.47 -0.49 -0.77
P -1.854339 0.882582 2.486375 -0.25 -0.35 -1.80
O -1.739799 -0.692988 2.502125 0.75 1.56 0.55
O -3.284929 1.064492 1.915055 -0.25 -0.13 -0.40
O -0.750909 1.554342 1.587655 0.06 -1.87 0.20
O -1.988839 1.747402 3.729625 0.52 -0.61 1.17
C -4.017689 0.767322 -2.957045 -0.13 -0.40 -1.09
C -2.941229 -0.314388 -3.323235 1.35 0.54 3.56
C -1.809909 0.156632 -4.236115 -0.52 0.28 -0.67
O -2.397219 -0.828838 -2.160925 -0.10 0.02 -0.56
H -4.446579 1.186182 -3.867385 -0.12 0.37 -0.63
H -3.703659 1.613732 -2.346245 0.41 -0.38 0.21
H -4.873849 0.271822 -2.499275 0.20 -0.11 0.46
H -3.452209 -1.127238 -3.839255 -0.64 -0.37 -0.92
H -2.295679 0.432122 -5.172195 0.23 -0.18 -0.91
H -1.118299 -0.682518 -4.310925 -0.05 -0.02 -0.35
H -1.217159 1.034112 -3.977665 -0.22 0.06 0.80
C 3.511661 -4.171398 -4.213585 1.06 0.45 -0.01
O 4.411531 -5.272418 -4.138065 -0.07 -1.08 -0.35
H 4.194851 -3.322068 -4.211145 -0.70 0.74 0.36
H 3.027001 -4.144998 -5.189555 -0.16 -0.43 0.16
H 2.801881 -4.178658 -3.386365 -0.06 0.29 -0.20
H 4.768191 -5.302718 -3.247285 -0.10 0.05 0.07
C 4.183351 -1.254628 3.414415 0.87 -0.88 0.92
O 4.201461 -0.282108 2.431225 -0.62 0.66 -0.79
H 3.424251 -1.117758 4.184565 0.04 0.71 -0.13
H 4.018541 -2.288518 3.111085 -0.11 -0.10 -0.79
H 5.191091 -1.228598 3.829005 0.05 -0.36 0.96
H 5.086301 -0.256618 2.059725 -0.23 -0.02 -0.16
C 2.884121 -6.541468 1.592815 -0.11 0.55 0.01
O 2.881321 -7.941958 1.407215 0.13 -0.69 -0.21
H 1.872761 -6.138968 1.535815 -0.04 -0.11 0.45
H 3.367631 -6.402438 2.559765 -0.30 0.94 0.02
H 3.416911 -5.998308 0.812295 0.38 -0.17 -0.04
H 3.504821 -8.242938 2.072245 -0.07 -0.50 -0.24
C -0.575369 -4.967448 4.944265 -0.73 -0.80 0.47
O 0.061881 -3.805238 4.577445 0.35 0.59 0.16
H -0.315909 -5.788038 4.275375 -0.08 -0.30 -0.07
H -0.348779 -5.259818 5.969595 0.66 0.00 0.17
H -1.659649 -4.874568 5.005955 -0.28 0.11 -0.48
H -0.543959 -3.302818 4.027785 0.10 0.59 -0.33
```
Positions in Å, forces in eV/Å.

No. 4
# C11H30ClN3O6V

C11H30ClN3O6V as an isolated structure in a non-equilibrium geometry (ωB97M-V with the def2-TZVPD basis set, OMol25).

E_LUMO (alpha / beta)	0.25 / 0.25	eV
Kohn-Sham gap (alpha / beta)	8.022 / 8.047	eV
⟨S²⟩	0.7707
spin multiplicity	2

Structure (XYZ):
```
52
Properties=species:S:1:pos:R:3:forces:R:3
O -26.282550 22.161290 -11.394650 0.03 -0.07 0.40
V -26.449970 21.520600 -12.784580 -1.77 -0.76 1.44
C -29.564810 19.896280 -11.057060 0.25 -0.23 0.70
C -29.738000 20.378640 -12.494400 1.36 -0.55 1.39
O -28.607610 21.079970 -12.931230 1.70 0.56 -0.84
H -30.321330 19.145200 -10.829780 -0.33 0.16 0.27
H -29.526340 20.660890 -10.281170 -0.62 0.34 -0.13
H -28.619750 19.395800 -10.846150 0.28 -0.18 -0.72
H -30.682330 20.920060 -12.551060 0.03 0.78 -0.17
H -29.973370 19.442760 -13.001180 0.44 -0.17 -0.94
Cl -25.135540 19.348690 -12.360690 -0.76 1.20 -0.54
C -23.191600 22.929850 -12.562580 -0.37 1.55 0.20
O -24.254510 22.643040 -13.026980 -3.07 -1.36 -1.63
N -22.320770 22.121790 -12.029720 1.30 -2.40 0.63
N -22.808700 24.194480 -12.488410 1.86 3.24 0.25
H -21.453530 22.485650 -11.661490 -0.30 -0.74 0.02
H -22.590190 21.149470 -12.075660 0.48 -0.18 0.33
H -21.840920 24.345080 -12.241810 -0.32 0.41 -0.04
H -23.314370 25.022280 -12.769720 -0.22 -0.74 -0.13
C -25.858810 23.253910 -7.868530 -0.19 -0.32 -0.22
C -27.302610 22.671990 -7.851240 0.26 0.94 -1.40
O -27.629090 21.725420 -8.851250 0.51 -0.97 0.29
H -25.420920 23.408720 -8.854630 -0.63 -0.08 -0.42
H -25.079250 22.667700 -7.381990 -0.35 -0.10 0.50
H -25.950420 24.248830 -7.432830 0.32 -0.04 0.37
H -27.927800 23.506110 -8.169800 -0.14 0.54 1.07
H -27.575860 22.290210 -6.867530 0.01 0.10 0.03
H -28.260920 22.117140 -9.458650 0.25 -0.09 -0.15
C -29.845110 24.375360 -10.574770 1.35 -0.79 -1.52
O -28.858430 24.091980 -11.677130 -1.26 1.56 1.38
C -27.735760 25.024840 -11.624100 -0.99 -1.71 2.55
C -27.035340 25.024630 -12.901690 -0.15 1.05 0.64
N -27.137350 23.688360 -13.462790 0.59 1.07 -2.52
C -26.601500 23.880630 -14.825800 1.89 -1.66 0.03
C -26.585240 22.623210 -15.622090 -2.35 -0.92 -0.67
O -26.168630 21.483560 -14.902070 0.92 -1.14 0.55
C -26.227940 20.212270 -15.620880 -0.38 0.17 -0.99
H -30.619010 23.607870 -10.563720 0.20 -0.13 -0.50
H -30.324860 25.337550 -10.754050 0.23 0.13 0.27
H -29.327520 24.278480 -9.620400 0.04 0.52 0.08
H -27.029590 24.585640 -10.919450 -0.14 0.24 0.70
H -28.055770 26.023270 -11.326050 0.00 0.04 0.12
H -26.037760 25.414580 -12.699540 0.29 -0.44 -0.40
H -27.569320 25.799500 -13.451730 0.19 -0.24 -1.19
H -28.140880 23.680150 -13.576690 -0.60 -1.26 0.15
H -25.516100 23.975890 -14.795110 0.04 1.58 0.78
H -27.136950 24.598510 -15.447120 0.26 0.41 0.26
H -25.962400 22.769560 -16.504560 -0.25 -0.17 -0.22
H -27.647080 22.469090 -15.814020 -0.12 -0.52 -1.05
H -26.063340 20.436370 -16.674810 0.20 0.04 -0.04
H -27.196310 19.713920 -15.576000 -0.35 0.54 0.45
H -25.517610 19.447350 -15.307140 0.35 0.79 0.58
```
Positions in Å, forces in eV/Å.

No. 5
# C11H30CrKO17P

C11H30CrKO17P as an isolated structure in a non-equilibrium geometry (ωB97M-V with the def2-TZVPD basis set, OMol25).

E_LUMO (alpha / beta)	3.04 / 3.05	eV
Kohn-Sham gap (alpha / beta)	2.977 / 2.904	eV
⟨S²⟩	6.0359
net charge	-2
spin multiplicity	5

Structure (XYZ):
```
61
Properties=species:S:1:pos:R:3:forces:R:3
K 0.452795 3.746069 2.279794 0.25 -1.85 -0.41
Cr 1.301285 -0.198931 1.374264 -1.43 3.09 1.94
P 2.158435 0.086839 3.563234 1.55 1.08 1.24
O 2.863585 0.642109 2.247474 1.47 1.22 0.08
O 0.740725 0.531879 3.196634 -2.67 2.82 0.10
O 2.735915 0.322989 4.953844 -0.53 -0.04 -1.74
O 1.923125 -1.287551 2.997684 0.73 -5.23 -0.25
C -0.030435 0.910019 -0.300196 -2.39 0.75 0.36
O 0.643385 1.589279 0.490444 5.51 15.53 5.99
O 0.861455 0.159999 -0.611556 10.13 -9.89 -13.39
O -0.568475 0.196569 0.574454 -13.53 -7.14 6.09
C 0.763085 -1.174761 -4.200076 1.42 0.75 0.85
C 1.846955 -0.138321 -3.720936 -0.24 -1.78 -0.96
O 2.520605 -0.705581 -2.619436 0.24 0.45 -1.50
O -0.043825 -0.647401 -5.214746 -0.75 0.10 -0.65
H 0.203405 -1.487471 -3.318556 -0.23 0.01 0.07
H 1.280925 -2.047681 -4.597516 -0.01 -0.04 -0.06
H 1.381475 0.839979 -3.601186 -0.09 0.10 0.72
H 2.545475 -0.023361 -4.549756 0.28 0.03 -0.07
H 1.875445 -0.557511 -1.924136 -0.58 0.58 1.90
H -0.688955 -0.078501 -4.788406 -0.03 0.14 -0.01
C 2.815285 -2.770171 0.053044 -0.18 -0.55 0.71
C 1.335245 -2.941301 -0.238326 0.42 0.44 -1.26
O 0.557935 -2.397261 0.808874 0.15 -1.49 -0.16
O 2.974135 -1.403931 0.386804 0.78 -1.02 -1.10
H 3.476435 -3.124591 -0.737756 -0.35 0.52 -0.98
H 3.199005 -3.403951 0.852534 -0.58 0.00 0.84
H 1.032955 -3.938551 -0.558006 0.23 -0.56 0.67
H 1.139285 -2.373621 -1.147976 0.01 0.46 -0.04
H -0.256075 -2.906091 0.800114 -0.27 0.52 0.27
H 3.922845 -1.259521 0.412904 -0.12 0.76 0.43
C -3.669395 -0.107421 -0.962986 2.05 -1.37 -0.56
C -3.799935 1.134199 -0.103016 -0.19 -1.21 -0.09
O -3.072415 1.128809 1.088194 -2.16 1.00 0.19
O -3.924865 -1.356391 -0.333226 -1.54 -0.08 1.22
H -2.616675 -0.177861 -1.236656 0.26 0.44 -0.31
H -4.253695 -0.051331 -1.881436 -0.33 0.45 -0.09
H -4.865695 1.234569 0.102354 -0.10 0.49 0.40
H -3.461435 1.904649 -0.795786 -0.08 0.53 0.01
H -2.205705 0.727159 0.992924 2.43 -0.57 -1.12
H -3.490575 -2.125431 -0.709476 0.40 0.65 -0.33
C -2.768865 -2.713031 3.945164 0.94 -0.20 0.20
C -2.464215 -1.752141 2.803064 -1.59 1.05 1.41
O -2.597965 -0.397631 3.321804 0.46 -1.83 -0.38
O -1.902655 -2.519521 5.072654 -0.51 -0.51 -0.21
H -2.620985 -3.700111 3.507104 0.15 -0.54 0.00
H -3.770575 -2.765471 4.371694 -0.19 0.75 -0.30
H -3.224995 -1.898811 2.036384 -0.08 -0.09 -0.27
H -1.509935 -2.047661 2.367024 0.45 0.70 0.21
H -2.544185 0.172999 2.551684 -0.08 0.17 0.13
H -1.019405 -2.782271 4.803524 0.30 0.34 -0.07
C 1.716995 3.824169 -1.969546 0.20 -0.80 0.89
C 1.040465 5.072829 -1.400396 -0.73 -0.49 0.01
O 1.821485 6.119179 -0.909166 0.98 0.92 0.63
O 2.369245 2.977259 -1.003896 0.77 2.66 -1.62
H 2.450825 4.025809 -2.749896 -0.04 0.33 -0.08
H 0.868385 3.292069 -2.399456 -0.05 -0.32 -0.35
H 0.346565 4.709429 -0.642406 -0.05 -0.21 0.39
H 0.375245 5.597669 -2.086056 0.07 -0.45 -0.74
H 2.107455 5.944529 -0.009546 0.22 -0.30 -0.16
H 1.724045 2.370119 -0.634186 -1.14 -1.22 1.31
```
Positions in Å, forces in eV/Å.

Question: Number 3 is which compound?
Answer: C11H29F3O13PV